{
  "formula": "C4H11NO",
  "method": "wB97M-V/def2-TZVPD",
  "symbols": ["O", "N", "C", "C", "C", "C", "H", "H", "H", "H", "H", "H", "H", "H", "H", "H", "H"],
  "xyz": [[-2.857, 1.863, 0.890], [0.760, -1.300, 0.073], [0.121, 0.791, 1.123], [0.246, 0.009, 0.075], [-0.424, 0.416, -1.234], [2.069, -1.578, -0.487], [0.276, 0.272, -2.050], [0.656, 0.593, 2.051], [0.345, -2.001, 0.658], [2.880, -1.637, 0.243], [-3.276, 1.961, 1.746], [-2.743, 0.924, 0.671], [2.297, -0.757, -1.156], [-1.265, -0.258, -1.392], [-0.394, 1.734, 1.073], [2.026, -2.484, -1.092], [-0.718, 1.452, -1.193]],
  "atomic_forces_ev_per_a": [[0.1, 0.0, -0.6], [0.5, -0.3, -0.1], [1.0, 0.5, 1.3], [-1.2, -0.2, -1.1], [0.7, -0.5, 0.6], [-0.6, 0.1, -0.2], [0.1, 0.0, -0.3], [-0.3, -0.3, 0.0], [0.1, 0.3, 0.3], [0.0, -0.1, 0.1], [-0.1, -0.4, 0.1], [-0.2, 0.4, 0.5], [0.2, 0.1, -0.2], [-0.1, 0.1, -0.2], [-0.1, 0.1, -0.1], [0.2, -0.1, 0.1], [-0.3, 0.3, -0.1]],
  "max_force_ha_per_bohr": 0.0322,
  "homo_energy_ha": -0.30797,
  "orbital_gap_ha": 0.3408,
  "mol_weight_g_mol": 89.14,
  "e_lumo_ha": 0.0328,
  "multiplicity": 1,
  "charge": 0
}



{
  "formula": "C34H36F7NO27S2",
  "method": "wB97M-V/def2-TZVPD",
  "symbols": ["S", "S", "F", "F", "F", "F", "F", "F", "F", "O", "O", "O", "O", "O", "O", "O", "O", "O", "O", "O", "O", "O", "O", "O", "O", "O", "O", "O", "O", "O", "O", "O", "O", "O", "O", "O", "N", "C", "C", "C", "C", "C", "C", "C", "C", "C", "C", "C", "C", "C", "C", "C", "C", "C", "C", "C", "C", "C", "C", "C", "C", "C", "C", "C", "C", "C", "C", "C", "C", "C", "C", "H", "H", "H", "H", "H", "H", "H", "H", "H", "H", "H", "H", "H", "H", "H", "H", "H", "H", "H", "H", "H", "H", "H", "H", "H", "H", "H", "H", "H", "H", "H", "H", "H", "H", "H", "H"],
  "xyz": [[-2.006, -3.118, -0.097], [3.336, -1.326, -5.840], [-2.377, -7.619, 2.511], [-4.390, 0.966, 4.871], [-11.669, 3.380, -2.302], [5.797, -2.508, 0.459], [8.352, 3.655, -4.418], [-6.419, 3.992, 7.727], [-8.386, 1.583, 4.751], [10.805, 4.530, -0.822], [-0.441, -5.585, 4.454], [9.796, 4.370, -2.864], [2.162, -2.991, -0.909], [0.167, -4.003, 2.919], [0.227, -4.034, -2.121], [-1.046, -5.831, 2.290], [-2.947, -0.299, 2.046], [-10.284, 2.776, -3.955], [9.526, 2.710, -1.354], [-8.420, 2.798, -5.271], [8.395, 1.092, 0.442], [5.536, 2.681, -2.578], [-7.436, 2.225, 1.534], [-4.977, -0.167, 3.031], [-8.695, 4.083, 1.095], [7.539, -0.143, -1.282], [4.359, 0.901, -7.987], [5.057, -3.187, -3.789], [-3.170, 3.410, 4.757], [-5.035, 3.388, 6.073], [-8.393, 3.751, -3.193], [-4.803, -1.013, 0.918], [-3.143, 4.364, 6.836], [-8.923, 2.961, 3.070], [3.023, -4.535, -3.201], [6.949, -0.627, 0.846], [5.393, 4.798, -4.776], [6.032, -1.264, -0.015], [6.757, -1.319, -1.317], [-4.161, 4.614, 7.784], [5.025, 3.338, -5.039], [-1.213, -7.075, 2.932], [-2.779, 0.380, 3.275], [-1.287, -6.715, 4.376], [10.100, 3.924, -1.613], [-7.271, 1.437, 2.696], [4.366, 1.360, -6.716], [-10.415, 2.947, -2.562], [-9.411, 4.001, -2.244], [-8.378, 3.170, 1.838], [4.059, 0.386, -5.396], [7.690, 0.183, 0.038], [2.704, -2.115, -4.262], [9.297, 3.242, -3.544], [-3.737, 3.698, 5.798], [5.005, 2.319, -3.754], [0.739, -3.191, -1.222], [3.567, -4.974, -1.907], [4.328, 0.817, -3.980], [-8.986, 3.086, -4.230], [3.706, -3.340, -3.721], [-5.165, 3.559, 7.466], [-0.349, -2.219, -0.404], [-3.998, -0.020, 4.034], [2.853, -4.250, -0.594], [4.709, 2.942, -6.452], [8.694, 2.418, -2.458], [-8.562, 1.642, 3.412], [1.948, -5.329, 0.270], [-4.288, -0.532, 1.913], [-0.395, -5.049, 3.196], [1.342, -4.829, 1.157], [5.098, -0.693, -0.045], [4.757, -4.937, -1.859], [3.300, -6.133, -1.811], [1.674, -2.647, -4.545], [4.759, 5.138, -4.020], [6.358, 4.736, -4.344], [8.708, 1.350, -2.689], [-0.379, -7.736, 2.676], [3.761, -3.956, 0.123], [4.066, 0.114, -3.067], [-10.238, 1.991, -2.056], [-9.801, 5.015, -2.389], [-3.777, 4.528, 8.804], [-4.551, 5.627, 7.639], [2.732, -6.104, 0.727], [7.665, 2.713, -2.225], [2.441, -1.344, -3.413], [7.415, -2.191, -1.399], [-6.409, 1.804, 3.264], [-2.297, -6.434, 4.692], [0.112, -1.793, 0.609], [-0.600, -1.329, -1.156], [-0.928, -7.519, 5.024], [-9.026, 3.916, -1.225], [6.076, -1.312, -2.172], [1.253, -5.961, -0.450], [10.112, 2.746, -4.083], [-9.358, 0.953, 3.109], [-7.100, 0.389, 2.438], [4.691, 3.679, -7.366], [-2.730, 1.458, 3.090], [-1.857, 0.066, 3.773], [-3.031, -2.448, -0.839], [-4.988, 2.604, 7.972], [-3.894, -0.960, 4.587]],
  "atomic_forces_ev_per_a": [[0.2, 0.8, -0.5], [0.5, 1.9, 1.2], [0.0, -0.2, -0.2], [-0.3, -0.3, 0.3], [-0.3, -0.1, 0.1], [-0.3, -0.3, 0.2], [-0.2, 0.2, -0.6], [-0.2, -0.2, 0.1], [-0.2, -0.1, 0.3], [-1.7, -1.4, -1.9], [0.3, 0.6, -1.0], [0.3, -0.5, 0.3], [-3.0, -1.7, -0.4], [-1.3, -2.3, 0.7], [4.1, 5.1, 5.6], [0.8, 0.3, 0.7], [-1.3, -0.4, -0.3], [0.8, -0.1, 0.2], [1.0, 1.3, -0.3], [-1.4, 0.7, 2.5], [-1.9, -2.5, -1.0], [-3.4, -2.0, -6.9], [-1.0, 1.0, 0.0], [0.8, -0.7, -0.3], [0.7, -2.0, 1.6], [0.1, 0.3, 1.0], [-0.2, 2.5, 8.2], [-8.8, -1.3, 0.9], [-1.2, 0.8, 2.4], [1.0, 0.1, 0.1], [-0.3, -0.7, -1.0], [1.1, 1.2, 2.4], [-0.3, -0.7, -0.9], [0.2, -0.1, -1.0], [2.5, 3.4, 0.1], [0.0, 0.5, -0.7], [0.1, -2.9, 0.7], [-0.2, -0.4, 0.4], [-0.2, -0.5, -1.3], [0.4, 0.7, 1.0], [-0.8, -0.1, -3.2], [-0.6, -0.5, -0.6], [1.2, 0.5, 0.2], [-0.2, -0.6, 1.1], [1.6, 1.1, 2.6], [0.8, -0.9, 0.0], [0.4, -0.8, -4.8], [-0.7, 0.1, 0.1], [0.4, 0.7, 1.2], [-0.3, 2.1, -1.9], [0.5, 0.9, 3.2], [2.3, 2.7, 1.1], [-0.9, -1.6, 0.6], [-0.1, 0.2, -0.2], [1.6, -0.4, -2.6], [1.3, -0.1, 3.4], [-3.1, -3.0, -3.5], [0.4, -1.9, 1.0], [-0.1, 0.5, -3.8], [1.8, -0.4, -2.7], [5.4, 0.7, 0.1], [-0.9, 0.0, 0.1], [0.8, 1.1, -1.0], [-0.2, 0.4, 0.7], [1.4, -1.2, 1.1], [0.4, -1.0, 4.3], [-0.6, -1.0, 0.1], [-0.1, -0.1, 0.8], [0.6, -0.6, -0.4], [-0.6, -1.2, -3.0], [1.2, 2.6, -0.4], [1.4, -0.9, -2.1], [0.0, -0.2, 0.1], [-2.7, 0.4, -0.3], [0.5, 2.6, -0.5], [2.3, 1.2, 0.5], [0.7, -0.4, -0.7], [-1.4, 0.3, -0.5], [0.1, 0.2, 0.2], [-0.2, 0.0, -0.1], [-2.1, -0.3, -1.6], [0.8, 1.8, -2.1], [-0.2, 0.1, 0.0], [-0.2, -0.2, 0.0], [0.1, 0.0, -0.3], [-0.2, -0.2, 0.0], [-1.7, 1.7, -0.9], [0.2, 0.1, -0.2], [0.8, -1.6, -1.6], [-0.2, 0.0, 0.2], [-0.3, 0.0, 0.1], [0.0, -0.1, -0.3], [-1.1, -1.1, -2.3], [0.8, -1.8, 1.7], [0.1, 0.3, -0.1], [0.1, 0.0, -0.2], [0.2, 0.1, 0.0], [1.3, 1.5, 1.5], [-0.2, 0.2, -0.2], [0.0, 0.1, 0.2], [-0.1, 0.4, -0.1], [0.2, -1.7, 2.1], [-0.2, -0.1, 0.2], [-0.1, -0.1, -0.2], [1.9, -0.4, 0.7], [-0.2, 0.1, 0.0], [-0.1, 0.1, 0.1]],
  "max_force_ha_per_bohr": 0.1745,
  "homo_energy_ha": -0.34384,
  "orbital_gap_ha": 0.2609,
  "mol_weight_g_mol": 1087.76,
  "e_lumo_ha": -0.0829,
  "multiplicity": 1,
  "charge": 0
}



{
  "formula": "C3H6N2S",
  "method": "wB97M-V/def2-TZVPD",
  "symbols": ["S", "N", "N", "C", "C", "C", "H", "H", "H", "H", "H", "H"],
  "xyz": [[1.594, -1.179, -0.581], [-2.769, -0.361, -0.514], [-0.694, -1.083, 0.849], [-3.781, -0.177, -1.038], [0.334, -0.971, 0.322], [2.389, 0.549, -0.344], [3.480, 0.264, -0.573], [1.985, 1.153, -1.108], [2.055, 0.900, 0.747], [-1.929, -0.792, 0.028], [-0.800, -1.381, 1.834], [-4.632, 0.262, -1.329]],
  "atomic_forces_ev_per_a": [[1.5, 0.8, -0.6], [-2.5, -0.6, -1.4], [-2.9, -0.3, 2.9], [5.3, -0.8, 2.8], [2.4, -0.7, -1.5], [0.8, -1.1, 2.3], [-1.5, 0.8, 0.9], [-0.4, 0.7, -0.9], [1.4, -0.7, -2.5], [-0.6, 0.6, -0.4], [-0.2, 0.1, -0.2], [-3.3, 1.1, -1.5]],
  "max_force_ha_per_bohr": 0.1176,
  "homo_energy_ha": -0.75277,
  "orbital_gap_ha": 0.3976,
  "mol_weight_g_mol": 102.16,
  "e_lumo_ha": -0.3551,
  "multiplicity": 1,
  "charge": 2
}



{
  "formula": "C7H12I2NO2",
  "method": "wB97M-V/def2-TZVPD",
  "symbols": ["I", "I", "O", "O", "N", "C", "C", "C", "C", "C", "C", "C", "H", "H", "H", "H", "H", "H", "H", "H", "H", "H", "H", "H"],
  "xyz": [[0.772, 5.747, -0.003], [1.379, 0.616, 1.322], [-0.405, -3.101, -2.006], [-0.447, -0.856, -1.572], [1.954, 3.058, -1.245], [0.902, 2.749, 1.180], [-0.925, -4.266, -1.366], [1.262, 3.576, -0.003], [-1.066, -3.892, 0.086], [0.110, 3.418, 2.481], [-1.385, -2.420, 0.019], [-0.691, -2.006, -1.243], [2.953, 3.404, -1.321], [-2.458, -2.240, -0.087], [-0.985, -1.883, 0.883], [1.979, 2.019, -1.342], [0.853, 4.066, 3.151], [-0.109, -4.038, 0.601], [-0.235, -5.103, -1.507], [-1.886, -4.517, -1.826], [-0.404, 2.588, 3.147], [-1.824, -4.480, 0.610], [-0.759, 4.148, 2.133], [1.415, 3.415, -2.090]],
  "atomic_forces_ev_per_a": [[0.6, -2.1, -0.3], [-0.3, 1.9, -0.3], [0.1, 1.2, 0.3], [0.1, -1.6, 0.1], [-0.2, 0.7, -0.5], [0.3, 3.1, -2.4], [-0.1, -0.9, -0.1], [-1.6, -1.9, 4.6], [-0.1, -0.5, 0.8], [-0.1, 0.1, -0.1], [0.1, -0.2, 0.4], [0.1, 1.4, -0.8], [-1.3, -0.3, 0.2], [0.1, 0.2, 0.0], [-0.3, 0.2, -0.2], [-0.2, 0.5, 0.5], [-1.5, -1.6, -1.6], [-0.2, 0.0, -0.1], [-0.1, 0.3, -0.2], [0.1, 0.0, 0.0], [1.4, 1.6, -1.5], [0.1, 0.0, -0.1], [2.0, -1.6, 0.4], [0.8, -0.4, 1.1]],
  "max_force_ha_per_bohr": 0.1014,
  "homo_energy_ha": -0.46444,
  "orbital_gap_ha": 0.3086,
  "mol_weight_g_mol": 395.99,
  "e_lumo_ha": -0.1558,
  "multiplicity": 1,
  "charge": 1
}